The following is a quantum chemistry calculation of a gas-phase ion, C5H9IN (charge +1) in a non-equilibrium geometry, from the Open Molecules 2025 dataset.

Properties
E_HOMO = -13.71 eV
Maximum force = 2.14 eV/A
E_tot = -548.0492 Eh
2S+1 = 1
LUMO level = -3.45 eV
Total charge = +1
Orbital gap = 0.3771 Ha

Each atom is followed by the atoms it is bonded to, with distances in Å.
Positions of all 16 atoms, in Å:
1 C 0.250 1.310 0.253  C3 1.535, C4 1.515, H8 1.057, H9 1.121
2 C -1.198 -0.280 -1.182  C4 1.541, C5 1.486, H10 1.033, H11 1.094
3 C 1.273 0.330 0.843  C1 1.535, N6 1.494, H12 1.115, H13 1.111
4 C -0.999 0.457 0.156  C1 1.515, C2 1.541, C5 1.441, H14 1.093
5 C -0.544 -0.901 -0.002  C2 1.486, C4 1.441, N6 1.543, I7 2.083
6 N 0.998 -0.846 -0.037  C3 1.494, C5 1.543, H15 1.073, H16 1.014
7 I -1.387 -2.546 0.959  C5 2.083
8 H 0.205 2.169 0.867  C1 1.057
9 H 0.700 1.604 -0.730  C1 1.121
10 H -2.204 -0.476 -1.308  C2 1.033
11 H -0.701 0.087 -2.085  C2 1.094
12 H 2.273 0.794 0.674  C3 1.115
13 H 0.870 0.019 1.830  C3 1.111
14 H -2.018 0.656 0.496  C4 1.093
15 H 1.222 -0.624 -1.063  N6 1.073
16 H 1.262 -1.753 0.329  N6 1.014